Entry 1:
{"formula": "C32H53B2Cl30NO8", "method": "ωB97M-V/def2-TZVPD", "homo_lumo_gap_ev": 9.1687, "e_tot_ev": -428937.610, "relative_energy_kj_mol": 0.00, "homo_ev": -9.028, "symbols": ["C", "C", "C", "C", "C", "O", "N", "O", "O", "C", "O", "C", "C", "C", "O", "C", "C", "O", "B", "C", "O", "C", "B", "O", "C", "C", "C", "Cl", "C", "C", "Cl", "H", "H", "H", "H", "H", "H", "H", "H", "H", "H", "H", "H", "H", "H", "H", "H", "H", "H", "H", "H", "H", "H", "H", "H", "H", "C", "Cl", "Cl", "H", "H", "C", "Cl", "Cl", "H", "H", "C", "Cl", "Cl", "H", "H", "C", "Cl", "Cl", "H", "H", "C", "Cl", "Cl", "H", "H", "C", "Cl", "Cl", "H", "H", "C", "Cl", "Cl", "H", "H", "C", "Cl", "Cl", "H", "H", "C", "Cl", "Cl", "H", "H", "C", "Cl", "Cl", "H", "H", "C", "Cl", "Cl", "H", "H", "C", "Cl", "Cl", "H", "H", "C", "Cl", "Cl", "H", "H", "C", "Cl", "Cl", "H", "H"], "xyz": [[-2.879, -1.105, 3.075], [-2.005, -0.432, 2.596], [-1.134, 0.548, 1.946], [-1.301, 0.626, 0.394], [-2.382, 1.713, 0.145], [-3.686, 1.096, 0.147], [-4.608, 1.981, 0.677], [-5.654, 1.475, 0.808], [-1.902, -0.626, 0.015], [-1.539, -0.948, -1.244], [-1.986, -1.908, -1.803], [-0.606, 0.110, -1.822], [-1.623, 0.811, -2.807], [-1.255, 2.118, -3.488], [-1.902, 3.206, -2.785], [-1.609, 4.438, -3.229], [-2.178, 5.513, -2.342], [-0.952, 4.652, -4.212], [0.413, -0.665, -2.805], [0.968, -2.122, -2.611], [0.851, 0.044, -3.890], [-0.020, 0.772, -0.509], [0.317, 2.356, -0.410], [0.717, 3.041, -1.524], [0.330, 3.151, 0.969], [1.409, 4.255, 0.952], [1.116, -0.150, -0.064], [0.814, -1.589, 0.874], [2.399, -0.006, -0.381], [3.513, -0.912, 0.058], [2.910, 1.269, -1.433], [-3.746, -1.561, 3.486], [-0.101, 0.363, 2.223], [-1.376, 1.508, 2.403], [-2.282, 2.247, -0.800], [-2.400, 2.450, 0.938], [-2.626, 0.916, -2.386], [-1.764, 0.088, -3.611], [-1.657, 2.113, -4.504], [-0.190, 2.290, -3.592], [-2.493, 5.088, -1.388], [-1.419, 6.264, -2.137], [-3.060, 5.948, -2.807], [2.002, -2.033, -2.258], [0.442, -2.727, -1.876], [1.000, -2.684, -3.547], [1.371, -0.517, -4.476], [0.348, 3.930, -1.548], [-0.636, 3.637, 1.150], [0.583, 2.490, 1.798], [1.185, 5.040, 0.226], [1.546, 4.693, 1.937], [2.356, 3.821, 0.629], [3.459, -1.889, -0.425], [3.455, -1.038, 1.141], [4.461, -0.420, -0.147], [1.260, 0.063, 5.490], [1.414, -0.725, 3.920], [0.695, 1.737, 5.321], [0.531, -0.506, 6.052], [2.221, 0.073, 5.989], [4.398, -4.479, -2.197], [3.478, -4.442, -0.685], [3.325, -4.512, -3.604], [5.008, -3.585, -2.250], [5.016, -5.362, -2.211], [-3.148, -2.391, 7.140], [-3.119, -3.983, 6.364], [-1.911, -1.313, 6.480], [-4.120, -1.944, 6.971], [-2.977, -2.520, 8.202], [8.343, -4.941, -3.645], [8.283, -3.776, -2.319], [6.724, -5.472, -4.126], [8.817, -4.473, -4.499], [8.905, -5.809, -3.321], [-6.991, -0.530, 6.386], [-7.025, -2.182, 7.008], [-5.973, 0.571, 7.338], [-6.597, -0.556, 5.377], [-8.002, -0.142, 6.391], [-2.763, -7.340, 8.433], [-4.069, -8.499, 8.154], [-2.480, -7.056, 10.156], [-1.854, -7.735, 7.997], [-3.034, -6.398, 7.971], [-4.726, -2.504, 10.934], [-3.891, -3.814, 10.081], [-5.108, -1.155, 9.857], [-5.651, -2.898, 11.336], [-4.083, -2.149, 11.730], [-1.849, 2.748, 8.067], [-1.236, 2.248, 9.649], [-3.243, 1.787, 7.560], [-2.149, 3.787, 8.127], [-1.060, 2.616, 7.337], [4.101, 7.059, 2.112], [4.516, 5.362, 1.845], [2.606, 7.259, 3.035], [4.907, 7.524, 2.668], [3.976, 7.537, 1.148], [4.418, -4.890, -7.212], [5.762, -4.875, -8.365], [3.537, -3.361, -7.157], [3.728, -5.673, -7.501], [4.821, -5.079, -6.225], [-3.735, 5.217, 2.668], [-2.290, 5.055, 1.650], [-4.293, 6.888, 2.770], [-4.520, 4.609, 2.233], [-3.484, 4.871, 3.664], [1.870, 0.101, -8.651], [0.985, 0.091, -7.116], [0.776, 0.061, -10.039], [2.462, 1.006, -8.702], [2.509, -0.771, -8.690], [6.504, -1.017, -9.111], [6.424, 0.147, -7.782], [4.901, -1.564, -9.608], [6.986, -0.544, -9.957], [7.067, -1.882, -8.781], [-2.196, -1.641, -11.371], [-2.534, -3.160, -12.210], [-1.615, -0.385, -12.471], [-3.111, -1.292, -10.907], [-1.431, -1.820, -10.625]]}

Entry 2:
{"formula": "C32H53BrN3O14", "method": "ωB97M-V/def2-TZVPD", "homo_lumo_gap_ev": 9.0828, "total_charge": 1, "e_tot_ev": -137218.307, "homo_ev": -11.606, "symbols": ["C", "C", "Br", "C", "N", "C", "N", "N", "H", "H", "H", "H", "H", "H", "H", "H", "H", "H", "H", "O", "C", "O", "C", "C", "C", "H", "H", "H", "H", "H", "H", "O", "C", "O", "C", "C", "C", "H", "H", "H", "H", "H", "H", "O", "C", "O", "C", "C", "C", "H", "H", "H", "H", "H", "H", "O", "C", "O", "C", "C", "C", "H", "H", "H", "H", "H", "H", "O", "C", "O", "C", "C", "C", "H", "H", "H", "H", "H", "H", "O", "C", "O", "C", "C", "C", "H", "H", "H", "H", "H", "H", "O", "C", "O", "C", "C", "C", "H", "H", "H", "H", "H", "H"], "xyz": [[1.785, -2.608, -1.742], [0.596, -3.046, -2.592], [1.326, -4.033, -4.144], [-0.236, -1.886, -3.158], [-1.374, -1.498, -2.312], [-2.248, -2.466, -2.058], [-2.694, -3.223, -3.125], [-2.618, -2.680, -0.829], [1.453, -2.274, -0.759], [2.350, -1.833, -2.252], [2.434, -3.467, -1.611], [0.024, -3.789, -2.037], [-0.525, -2.104, -4.178], [0.422, -1.022, -3.214], [-1.092, -0.988, -1.479], [-3.576, -3.677, -2.897], [-2.038, -3.998, -3.255], [-2.170, -2.184, -0.069], [-3.329, -3.351, -0.580], [-2.264, -3.859, 1.502], [-1.185, -3.653, 2.003], [-0.475, -2.546, 1.709], [0.820, -2.609, 2.365], [0.625, -3.576, 3.518], [-0.424, -4.535, 2.961], [1.557, -2.963, 1.641], [1.104, -1.612, 2.695], [1.546, -4.062, 3.831], [0.213, -3.048, 4.375], [0.027, -5.359, 2.403], [-1.082, -4.922, 3.735], [1.080, 1.040, -1.019], [0.531, 1.955, -1.578], [1.111, 3.136, -1.827], [0.147, 4.051, -2.411], [-0.926, 3.155, -3.011], [-0.900, 1.965, -2.059], [-0.240, 4.696, -1.621], [0.637, 4.666, -3.155], [-1.896, 3.639, -3.095], [-0.624, 2.835, -4.010], [-1.560, 2.116, -1.203], [-1.135, 1.032, -2.564], [-0.920, -2.358, 6.147], [-1.508, -1.518, 5.525], [-0.965, -0.324, 5.203], [-1.950, 0.501, 4.544], [-2.980, -0.469, 3.989], [-2.934, -1.595, 5.018], [-2.377, 1.183, 5.282], [-1.464, 1.086, 3.766], [-3.972, -0.027, 3.855], [-2.649, -0.847, 3.018], [-3.613, -1.417, 5.853], [-3.131, -2.568, 4.573], [0.078, 6.736, -4.002], [0.569, 6.594, -5.089], [1.797, 6.069, -5.271], [2.159, 6.122, -6.669], [0.835, 6.219, -7.412], [-0.033, 6.992, -6.421], [2.789, 6.996, -6.829], [2.716, 5.239, -6.931], [0.924, 6.692, -8.388], [0.419, 5.220, -7.560], [0.067, 8.072, -6.542], [-1.080, 6.704, -6.474], [4.682, 5.053, -6.230], [5.176, 5.776, -5.411], [4.923, 7.104, -5.355], [5.739, 7.720, -4.342], [6.116, 6.591, -3.396], [6.175, 5.393, -4.340], [6.610, 8.167, -4.825], [5.169, 8.504, -3.850], [7.041, 6.776, -2.854], [5.321, 6.441, -2.663], [7.157, 5.281, -4.801], [5.881, 4.468, -3.851], [-5.642, -0.017, 2.946], [-6.426, -0.897, 3.171], [-7.135, -0.970, 4.315], [-7.904, -2.188, 4.345], [-8.045, -2.603, 2.890], [-6.741, -2.087, 2.287], [-7.359, -2.926, 4.938], [-8.863, -1.996, 4.820], [-8.202, -3.672, 2.761], [-8.889, -2.083, 2.436], [-5.931, -2.814, 2.376], [-6.859, -1.777, 1.252], [2.961, -6.780, 4.123], [3.476, -6.035, 4.905], [3.167, -4.714, 4.970], [4.021, -4.054, 5.925], [4.507, -5.159, 6.850], [4.558, -6.363, 5.912], [4.838, -3.572, 5.385], [3.449, -3.292, 6.451], [5.456, -4.929, 7.329], [3.769, -5.337, 7.634], [5.513, -6.435, 5.389], [4.338, -7.295, 6.424]]}